(1)
Molecular formula: C4H7N3O
Method: DFT, wB97M-V/def2-TZVPD

Output
* energy: -396.056772 a.u.
* frontier orbital gap: 9.00 eV
* net charge: 0
* energy above the lowest of the compared OMol25 structures with the same formula, charge and spin: 240.6 kJ/mol
* SMILES: Cn1[nH]c(=O)cc1N

Last column: Mulliken charge in e.
Element x y z (Å)
C (1.1589, -1.3068, -0.0249)  -0.402
C (-0.1432, -0.9683, 0.1137)  0.294
C (1.9798, -0.0555, -0.0543)  0.248
C (-1.1303, 1.4926, -0.1515)  -0.851
N (1.1428, 1.0157, 0.1862)  -0.207
N (-0.2052, 0.5966, 0.4461)  0.030
N (-1.2308, -1.7667, 0.1219)  -0.447
O (3.1408, 0.0722, -0.3701)  -0.641
H (1.5135, -2.3990, -0.1532)  0.287
H (-1.5298, 1.3141, -1.1201)  0.306
H (-2.0834, 1.6901, 0.4246)  0.312
H (-0.7161, 2.4910, 0.0245)  0.332
H (1.5601, 1.8771, 0.6345)  0.272
H (-1.2672, -2.5435, -0.5443)  0.227
H (-2.1898, -1.5096, 0.4668)  0.239

Cartesian forces (eV/Å) of the 2 atoms listed first:
-0.05 -0.73 -0.36
1.32 3.72 1.17

(2)
Molecular formula: C4H7NO2
Method: DFT, wB97M-V/def2-TZVPD

Output
* energy: -361.820472 a.u.
* frontier orbital gap: 10.48 eV
* net charge: 0
* energy above the lowest of the compared OMol25 structures with the same formula, charge and spin: 158.5 kJ/mol
* SMILES: O[C@@H]1CN=COC1

Last column: Mulliken charge in e.
Element x y z (Å)
O (-1.0764, 1.4692, 0.6725)  -0.546
C (0.1928, 0.9104, 0.3679)  0.073
C (0.3816, -0.3389, 1.2287)  -0.481
O (-0.4882, -1.3909, 0.8003)  -0.359
C (-0.4890, -1.6046, -0.5295)  0.107
N (0.0266, -0.8957, -1.4386)  -0.524
C (0.4098, 0.4746, -1.1298)  -0.688
H (-1.6619, 1.3444, -0.0776)  0.342
H (0.9381, 1.6572, 0.6895)  0.329
H (1.4274, -0.6803, 1.2010)  0.316
H (0.0945, -0.1512, 2.2647)  0.331
H (-1.0358, -2.5014, -0.8119)  0.403
H (1.4612, 0.6606, -1.3866)  0.328
H (-0.1806, 1.0467, -1.8504)  0.370

Cartesian forces (eV/Å) of the 2 atoms listed first:
-0.05 0.00 -0.32
0.26 -0.36 -0.29

(3)
Molecular formula: C2H3BaO2
Method: DFT, wB97M-V/def2-TZVPD

Output
* energy: -253.653388 a.u.
* frontier orbital gap: 7.21 eV
* net charge: +1
* energy above the lowest of the compared OMol25 structures with the same formula, charge and spin: 0.0 kJ/mol

Last column: Mulliken charge in e.
Element x y z (Å)
C (3.5463, -4.6388, 0.0809)  0.061
O (4.5151, -5.3344, -0.0804)  -0.367
H (2.9965, -4.1492, -0.7670)  0.120
H (3.3248, -4.1156, 1.0505)  0.186
C (1.1244, -1.2715, -0.2216)  -0.241
O (2.0908, -0.6509, 0.2956)  -0.540
Ba (0.8819, 1.1441, -0.9592)  1.636
H (0.9415, -2.2981, 0.1724)  0.146

Cartesian forces (eV/Å) of the 2 atoms listed first:
1.25 1.78 -0.11
-1.08 0.00 0.14

(4)
Molecular formula: C26H49ClCrP2
Method: DFT, wB97M-V/def2-TZVPD

Output
* energy: -3207.237712 a.u.
* frontier orbital gap (alpha / beta): 4.92 / 4.65 eV
* net charge: -1
* 2S+1: 4

Last column: Mulliken charge in e.
Element x y z (Å)
Cr (0.1576, -1.0947, -1.0379)  -0.550
Cl (-0.1689, 0.1189, -2.9540)  -0.844
P (-0.4292, -3.3166, -1.0380)  0.132
C (0.6960, -3.8222, -2.4033)  0.764
C (-0.1219, -3.9526, 0.6943)  0.359
C (-2.1438, -3.1319, -1.7067)  0.481
C (1.9679, -2.9567, -2.4363)  -1.273
H (0.1130, -3.5985, -3.3148)  0.392
C (0.9984, -5.3226, -2.4034)  -1.569
H (1.5113, -5.6278, -1.4814)  0.292
H (1.6514, -5.5502, -3.2580)  0.452
H (0.0798, -5.9113, -2.5065)  0.330
H (1.7473, -1.8904, -2.6359)  0.220
H (2.6227, -3.3198, -3.2374)  0.476
H (2.5262, -3.0201, -1.4946)  0.199
H (-1.9643, -2.5986, -2.6606)  0.359
C (-3.0104, -2.2117, -0.8296)  -1.242
C (-2.8001, -4.4722, -2.0543)  -1.516
H (-2.3131, -4.9279, -2.9250)  0.339
H (-3.8548, -4.3009, -2.3113)  0.445
H (-2.7530, -5.1898, -1.2266)  0.284
H (-2.4379, -1.4339, -0.2941)  -0.003
H (-3.6012, -2.7813, -0.1022)  0.349
H (-3.7170, -1.6786, -1.4800)  0.418
C (1.2020, -3.3593, 1.2091)  -0.953
H (-0.0464, -5.0535, 0.6110)  0.586
C (-1.2504, -3.5649, 1.6618)  -1.224
H (2.0173, -3.4431, 0.4823)  0.263
H (1.5072, -3.8686, 2.1289)  0.472
H (1.0858, -2.2880, 1.4445)  -0.168
H (-1.2165, -2.4936, 1.9117)  0.121
H (-1.1185, -4.1147, 2.6007)  0.483
H (-2.2447, -3.7943, 1.2714)  0.313
H (1.5921, -1.0250, -0.3834)  -0.006
H (-0.9118, 0.6791, 0.3348)  0.161
P (0.5333, 3.9012, -0.9759)  -0.175
C (-0.8298, 4.0231, -2.1590)  0.536
C (0.3146, 3.8899, 0.8118)  0.747
C (2.0060, 3.2824, -1.8138)  0.791
C (-1.9927, 3.0264, -2.0228)  -0.845
H (-0.3487, 3.7919, -3.1293)  0.288
C (-1.2794, 5.4973, -2.1708)  -1.554
H (-1.7340, 5.7896, -1.2153)  0.285
H (-2.0226, 5.6678, -2.9591)  0.443
H (-0.4232, 6.1580, -2.3505)  0.415
H (-1.6770, 2.0270, -2.3553)  -0.061
H (-2.8121, 3.3683, -2.6745)  0.436
H (-2.3687, 2.9457, -0.9976)  0.078
H (1.5896, 2.7710, -2.7043)  0.125
C (2.8909, 2.2644, -1.0770)  -1.523
C (2.7979, 4.5353, -2.2589)  -1.499
H (2.3131, 5.0166, -3.1152)  0.343
H (3.8189, 4.2699, -2.5554)  0.449
H (2.8633, 5.2872, -1.4615)  0.353
H (2.3113, 1.4650, -0.5862)  0.117
H (3.5550, 2.7571, -0.3512)  0.356
H (3.5364, 1.7843, -1.8265)  0.434
C (-1.0572, 3.4108, 1.2972)  -1.187
H (0.3916, 4.9770, 1.0494)  0.378
C (1.4231, 3.1743, 1.5950)  -1.557
H (-1.8805, 3.7591, 0.6643)  0.347
H (-1.2062, 3.8453, 2.2930)  0.507
H (-1.1023, 2.3162, 1.3906)  -0.131
H (1.3016, 2.0792, 1.5772)  0.159
H (1.3531, 3.5242, 2.6334)  0.506
H (2.4215, 3.4329, 1.2359)  0.335
C (-0.3237, -0.1444, 0.7536)  0.658
C (-0.1044, -0.2320, 2.0184)  -1.213
C (-0.0330, -0.0104, 3.3904)  0.947
C (-1.0834, 0.6165, 4.1344)  -0.323
C (-1.0329, 0.6354, 5.5242)  -0.563
C (0.0620, 0.0640, 6.1986)  -0.417
C (1.1319, -0.4915, 5.4764)  -0.501
C (1.1037, -0.5081, 4.0872)  -0.543
H (-1.9300, 1.0491, 3.5882)  0.332
H (-1.8544, 1.0873, 6.0900)  0.342
H (0.0824, 0.0491, 7.2853)  0.359
H (1.9927, -0.9216, 5.9980)  0.344
H (1.9302, -0.9144, 3.4923)  0.339

Cartesian forces (eV/Å) of the 2 atoms listed first:
-0.04 1.68 0.60
-0.11 0.08 -0.64

(5)
Molecular formula: C20H23ClIrOPS
Method: DFT, wB97M-V/def2-TZVPD

Output
* energy: -2154.397889 a.u.
* frontier orbital gap (alpha / beta): 8.76 / 3.95 eV
* net charge: +2
* 2S+1: 5
* energy above the lowest of the compared OMol25 structures with the same formula, charge and spin: 97.1 kJ/mol

Last column: Mulliken charge in e.
Element x y z (Å)
Ir (-1.0526, 1.8506, 0.9094)  1.351
Cl (-0.4770, 2.8082, 2.9507)  -0.179
P (0.2788, 0.2454, 0.3044)  0.300
C (0.3894, -0.4087, -1.3730)  0.615
C (-0.0648, -1.6972, -1.6871)  -0.426
C (0.0553, -2.1582, -2.9982)  -0.750
C (0.6037, -1.3349, -3.9848)  -0.483
C (1.0389, -0.0367, -3.6714)  -0.802
C (0.9266, 0.4365, -2.3571)  -0.434
C (1.9969, 0.2482, 0.9149)  0.894
C (2.2176, 0.8138, 2.1747)  -0.279
C (3.4992, 0.8164, 2.7156)  -0.764
C (4.5536, 0.2332, 2.0121)  -0.544
C (4.3226, -0.3427, 0.7571)  -0.646
C (3.0538, -0.3137, 0.1842)  -0.285
C (-0.4995, -1.0371, 1.3236)  0.607
C (-1.6045, -0.5745, 2.0141)  -0.272
C (-2.2009, -1.3750, 2.9925)  -1.067
C (-1.6777, -2.6550, 3.2237)  -0.594
C (-0.5627, -3.1147, 2.5065)  -0.782
C (0.0645, -2.3009, 1.5563)  -0.129
H (1.3950, 1.2834, 2.7275)  -0.060
H (3.6671, 1.2897, 3.6801)  0.438
H (5.5601, 0.2507, 2.4164)  0.423
H (5.1333, -0.7873, 0.1871)  0.433
H (2.8697, -0.7024, -0.8237)  0.362
H (-0.5127, -2.3110, -0.9083)  0.580
H (-0.3127, -3.1568, -3.2383)  0.459
H (0.6695, -1.7040, -5.0104)  0.417
H (1.4516, 0.6144, -4.4433)  0.457
H (1.2493, 1.4567, -2.1072)  0.453
H (-2.0111, 0.4984, 1.8614)  0.249
H (-3.0419, -0.9905, 3.5643)  0.466
H (-2.1332, -3.3007, 3.9801)  0.436
H (-0.1526, -4.1105, 2.6942)  0.427
H (0.9683, -2.6173, 1.0307)  0.570
H (-3.4180, -2.9483, -2.3940)  -0.045
H (-3.6753, -3.0756, -1.6993)  0.047
C (-3.0310, 1.7381, -1.4300)  -1.075
S (-2.2864, 2.9924, -0.3744)  0.859
C (-1.1959, 4.0816, -1.2580)  -1.003
O (-3.3946, 3.8842, 0.0688)  -0.559
H (-2.3531, 1.3116, -2.1930)  0.312
H (-3.8656, 2.2831, -1.8874)  0.450
H (-3.4456, 0.9825, -0.7335)  0.425
H (-1.4885, 5.0827, -0.9135)  0.406
H (-1.3239, 4.0085, -2.3469)  0.348
H (-0.1830, 3.8434, -0.9176)  0.393

Cartesian forces (eV/Å) of the 2 atoms listed first:
1.51 1.56 3.83
-0.62 -0.30 -1.14

Question: Look up the net charge of the second one.
Answer: 0

Question: energy of number 4 (C26H49ClCrP2)?
Answer: -3207.237712 a.u.

What did the fifth record say?
Molecular formula: C20H23ClIrOPS
Method: DFT, wB97M-V/def2-TZVPD

Output
* energy: -2154.397889 a.u.
* frontier orbital gap (alpha / beta): 8.76 / 3.95 eV
* net charge: +2
* 2S+1: 5
* energy above the lowest of the compared OMol25 structures with the same formula, charge and spin: 97.1 kJ/mol

Last column: Mulliken charge in e.
Element x y z (Å)
Ir (-1.0526, 1.8506, 0.9094)  1.351
Cl (-0.4770, 2.8082, 2.9507)  -0.179
P (0.2788, 0.2454, 0.3044)  0.300
C (0.3894, -0.4087, -1.3730)  0.615
C (-0.0648, -1.6972, -1.6871)  -0.426
C (0.0553, -2.1582, -2.9982)  -0.750
C (0.6037, -1.3349, -3.9848)  -0.483
C (1.0389, -0.0367, -3.6714)  -0.802
C (0.9266, 0.4365, -2.3571)  -0.434
C (1.9969, 0.2482, 0.9149)  0.894
C (2.2176, 0.8138, 2.1747)  -0.279
C (3.4992, 0.8164, 2.7156)  -0.764
C (4.5536, 0.2332, 2.0121)  -0.544
C (4.3226, -0.3427, 0.7571)  -0.646
C (3.0538, -0.3137, 0.1842)  -0.285
C (-0.4995, -1.0371, 1.3236)  0.607
C (-1.6045, -0.5745, 2.0141)  -0.272
C (-2.2009, -1.3750, 2.9925)  -1.067
C (-1.6777, -2.6550, 3.2237)  -0.594
C (-0.5627, -3.1147, 2.5065)  -0.782
C (0.0645, -2.3009, 1.5563)  -0.129
H (1.3950, 1.2834, 2.7275)  -0.060
H (3.6671, 1.2897, 3.6801)  0.438
H (5.5601, 0.2507, 2.4164)  0.423
H (5.1333, -0.7873, 0.1871)  0.433
H (2.8697, -0.7024, -0.8237)  0.362
H (-0.5127, -2.3110, -0.9083)  0.580
H (-0.3127, -3.1568, -3.2383)  0.459
H (0.6695, -1.7040, -5.0104)  0.417
H (1.4516, 0.6144, -4.4433)  0.457
H (1.2493, 1.4567, -2.1072)  0.453
H (-2.0111, 0.4984, 1.8614)  0.249
H (-3.0419, -0.9905, 3.5643)  0.466
H (-2.1332, -3.3007, 3.9801)  0.436
H (-0.1526, -4.1105, 2.6942)  0.427
H (0.9683, -2.6173, 1.0307)  0.570
H (-3.4180, -2.9483, -2.3940)  -0.045
H (-3.6753, -3.0756, -1.6993)  0.047
C (-3.0310, 1.7381, -1.4300)  -1.075
S (-2.2864, 2.9924, -0.3744)  0.859
C (-1.1959, 4.0816, -1.2580)  -1.003
O (-3.3946, 3.8842, 0.0688)  -0.559
H (-2.3531, 1.3116, -2.1930)  0.312
H (-3.8656, 2.2831, -1.8874)  0.450
H (-3.4456, 0.9825, -0.7335)  0.425
H (-1.4885, 5.0827, -0.9135)  0.406
H (-1.3239, 4.0085, -2.3469)  0.348
H (-0.1830, 3.8434, -0.9176)  0.393

Cartesian forces (eV/Å) of the 2 atoms listed first:
1.51 1.56 3.83
-0.62 -0.30 -1.14